DFT (the ωB97M-V functional and the def2-TZVPD basis) results for an isolated ion of composition C7H9N2O4 and charge +1 in a non-equilibrium geometry.

Each line ends with the Löwdin charge.
CARTESIAN COORDINATES (ANGSTROEM)
C (-1.376, -0.737, -0.794)  -0.058
C (-0.129, -1.233, -0.899)  0.024
C (-1.939, 0.124, 0.261)  -0.311
C (1.115, -0.918, -0.197)  -0.120
C (-2.121, -0.050, 1.537)  0.122
C (3.221, -1.389, 0.331)  -0.112
C (1.817, 0.256, -0.005)  -0.141
N (1.408, 1.588, -0.215)  -0.340
N (-2.423, 1.470, -0.310)  0.197
O (0.214, 1.669, -0.501)  0.018
O (2.124, 2.460, -0.005)  0.227
O (1.985, -1.951, 0.017)  0.057
O (3.082, 0.031, 0.409)  0.071
H (-2.215, -1.139, -1.499)  0.164
H (-0.021, -1.915, -1.783)  0.152
H (-2.806, 0.679, 1.963)  0.096
H (-2.131, -1.037, 1.934)  0.098
H (3.579, -1.753, 1.409)  0.193
H (3.970, -1.521, -0.351)  0.114
H (-3.371, 1.567, 0.007)  0.147
H (-2.235, 1.579, -1.390)  0.219
H (-1.747, 2.221, 0.080)  0.183

Results
M: 185.159 g mol⁻¹
charge: +1
HOMO-LUMO gap: 7.6 eV
structure (SMILES): C=C([NH3+])/C=C\C1=C([N+](=O)[O-])OCO1
relative energy (zero: lowest compared OMol25 entry of this formula, charge and spin): 1.366 eV

=====

DFT (the ωB97M-V functional and the def2-TZVPD basis) results for C28H29BN6OReSi as an isolated structure in a non-equilibrium geometry.

Each line ends with the Löwdin spin population.
CARTESIAN COORDINATES (ANGSTROEM)
C (2.847, -1.675, -0.444)  0.004
N (1.659, -2.129, -0.986)  0.087
N (2.013, -3.147, -1.929)  0.023
C (3.344, -3.308, -1.911)  0.068
C (3.896, -2.407, -0.999)  0.040
B (0.873, -3.693, -2.805)  0.003
N (-0.231, -4.160, -1.840)  0.011
N (-0.711, -3.300, -0.809)  0.017
C (-1.751, -3.960, -0.183)  0.009
C (-1.911, -5.213, -0.794)  0.004
C (-0.940, -5.294, -1.801)  0.016
Re (-0.170, -1.413, -1.015)  1.351
N (0.270, -2.484, -3.606)  0.020
N (-0.244, -1.323, -2.882)  0.024
C (-0.807, -0.513, -3.877)  0.015
C (-0.659, -1.132, -5.122)  -0.001
C (-0.023, -2.358, -4.902)  0.011
H (-1.279, 0.429, -3.599)  0.001
H (0.239, -3.160, -5.590)  0.001
H (-0.958, -0.746, -6.082)  0.000
H (1.228, -4.569, -3.549)  0.000
H (-0.658, -6.085, -2.474)  0.001
H (3.806, -4.054, -2.541)  0.003
H (-2.629, -5.969, -0.558)  0.000
H (4.949, -2.280, -0.784)  0.001
H (-2.297, -3.488, 0.613)  0.000
H (2.831, -0.838, 0.239)  -0.001
H (-2.016, -1.062, -0.145)  0.006
C (-3.168, -0.845, -0.039)  0.013
H (-3.780, -1.532, -0.638)  0.000
H (-3.439, -0.985, 1.027)  0.000
H (-3.398, 0.187, -0.353)  0.002
O (0.060, 0.108, 0.119)  0.190
Si (0.065, 1.451, 1.044)  0.043
C (-0.729, 1.137, 2.707)  0.239
C (-2.040, 0.664, 2.808)  0.161
C (-2.590, 0.329, 4.053)  0.025
C (-1.843, 0.522, 5.220)  0.288
C (-0.565, 1.080, 5.135)  0.201
C (-0.018, 1.407, 3.887)  0.002
C (1.804, 2.016, 1.396)  0.028
C (2.203, 3.333, 1.138)  0.010
C (3.461, 3.787, 1.559)  0.003
C (4.337, 2.922, 2.223)  0.012
C (3.962, 1.591, 2.437)  0.004
C (2.699, 1.141, 2.029)  0.006
C (-0.853, 2.789, 0.140)  0.019
C (-2.061, 3.299, 0.627)  0.009
C (-2.725, 4.324, -0.064)  0.001
C (-2.168, 4.867, -1.227)  0.003
C (-0.954, 4.364, -1.712)  0.002
C (-0.312, 3.313, -1.044)  0.003
H (-2.646, 0.569, 1.907)  0.005
H (-3.608, -0.059, 4.105)  -0.002
H (-2.268, 0.265, 6.194)  0.009
H (0.013, 1.279, 6.038)  0.006
H (0.966, 1.873, 3.829)  -0.003
H (1.526, 4.010, 0.616)  0.001
H (3.745, 4.825, 1.377)  0.000
H (5.302, 3.287, 2.581)  0.001
H (4.641, 0.901, 2.939)  0.000
H (2.402, 0.107, 2.226)  0.000
H (-2.485, 2.898, 1.550)  0.004
H (-3.670, 4.707, 0.325)  0.000
H (-2.667, 5.690, -1.744)  0.000
H (-0.493, 4.796, -2.602)  0.000
H (0.626, 2.910, -1.438)  0.000

Results
multiplicity: 4
M: 690.686 g mol⁻¹
charge: +4
HOMO-LUMO gap (alpha / beta): 3.3 / 3.5 eV
relative energy (zero: lowest compared OMol25 entry of this formula, charge and spin): 0.171 eV

=====

DFT (the ωB97M-V functional and the def2-TZVPD basis) results for one molecule with the formula C5H7N in a non-equilibrium geometry.

Each line ends with the Löwdin charge.
CARTESIAN COORDINATES (ANGSTROEM)
C (-0.712, -1.780, 0.087)  -0.065
C (-0.308, -0.335, 0.159)  -0.302
C (0.687, 0.185, 0.939)  -0.101
N (0.988, 1.426, 0.463)  -0.001
C (0.283, 1.667, -0.672)  -0.145
C (-0.543, 0.604, -0.895)  -0.063
H (0.172, -2.415, 0.084)  0.071
H (-1.368, -2.131, 0.891)  0.072
H (-1.177, -1.970, -0.879)  0.067
H (1.167, -0.232, 1.812)  0.117
H (1.719, 2.039, 0.787)  0.147
H (0.266, 2.667, -1.069)  0.105
H (-1.175, 0.275, -1.707)  0.099

Results
M: 81.118 g mol⁻¹
charge: 0
HOMO-LUMO gap: 9.2 eV
structure (SMILES): Cc1cc[nH]c1
relative energy (zero: lowest compared OMol25 entry of this formula, charge and spin): 0.384 eV

=====

DFT (the ωB97M-V functional and the def2-TZVPD basis) results for one molecule with the formula C4H8N2O in a non-equilibrium geometry.

Each line ends with the Löwdin charge.
CARTESIAN COORDINATES (ANGSTROEM)
C (-0.237, -0.654, -1.206)  -0.073
C (0.125, 1.466, 0.256)  -0.047
C (-0.468, 0.087, 0.099)  -0.425
N (1.779, -0.767, -0.058)  0.004
C (-1.732, -0.195, 0.857)  -0.176
N (0.396, -1.117, 0.022)  -0.092
O (-2.566, -1.018, 0.493)  0.051
H (2.163, -0.672, 0.884)  0.085
H (2.295, -1.554, -0.461)  0.089
H (-1.886, 0.402, 1.771)  0.126
H (0.367, -0.188, -1.976)  0.111
H (-1.034, -1.282, -1.591)  0.102
H (0.917, 1.681, -0.469)  0.078
H (-0.654, 2.223, 0.115)  0.085
H (0.535, 1.589, 1.264)  0.081

Results
M: 100.121 g mol⁻¹
charge: 0
HOMO-LUMO gap: 9.5 eV
structure (SMILES): C[C@@]1(C=O)CN1N
relative energy (zero: lowest compared OMol25 entry of this formula, charge and spin): 3.466 eV

=====

DFT (the ωB97M-V functional and the def2-TZVPD basis) results for C4H7FO4S as an isolated structure in a non-equilibrium geometry.

Each line ends with the Löwdin charge.
CARTESIAN COORDINATES (ANGSTROEM)
C (-0.553, -2.216, 0.423)  -0.160
C (-0.155, -0.794, 0.835)  -0.090
C (-0.804, -1.797, -1.012)  -0.085
C (-0.392, -0.420, -0.561)  -0.367
O (0.654, 3.074, -1.035)  -0.080
O (1.874, 1.334, 0.371)  -0.242
O (-0.398, 0.672, -1.100)  0.049
O (-0.122, 2.461, 1.241)  -0.207
F (1.895, 3.627, 0.814)  -0.128
S (0.973, 2.459, 0.361)  0.548
H (0.197, -3.067, 0.582)  0.140
H (-1.542, -2.379, 0.802)  0.100
H (-0.942, -0.556, 1.472)  0.113
H (0.704, -0.467, 1.377)  0.111
H (-0.121, -1.947, -1.865)  0.134
H (-1.802, -2.162, -1.354)  0.135
H (0.536, 2.180, -1.352)  0.029

Results
M: 170.161 g mol⁻¹
charge: 0
HOMO-LUMO gap: 10.9 eV
relative energy (zero: lowest compared OMol25 entry of this formula, charge and spin): 1.283 eV

=====

DFT (the ωB97M-V functional and the def2-TZVPD basis) results for a 2-piece molecular cluster, C9H8Cl2F5S overall in a non-equilibrium geometry.

Each line ends with the Löwdin charge.
CARTESIAN COORDINATES (ANGSTROEM)
F (-2.266, 1.647, 1.184)  0.057
C (-1.531, 0.523, 1.690)  -0.363
F (-1.429, 0.636, 3.088)  0.106
F (-2.256, -0.642, 1.272)  0.053
C (-0.089, 0.407, 0.996)  -0.035
C (0.805, -0.866, 1.070)  0.054
C (2.197, -0.927, 0.344)  -0.001
C (2.685, 0.297, -0.479)  0.010
C (1.779, 1.554, -0.547)  -0.156
C (2.168, 2.867, -1.407)  -0.564
F (3.547, 2.948, -1.689)  0.057
F (1.685, 4.049, -0.753)  0.029
S (1.167, 2.723, -3.016)  1.135
C (0.388, 1.634, 0.187)  0.043
H (0.456, -1.790, 1.640)  0.123
H (2.847, -1.860, 0.395)  0.112
H (3.693, 0.284, -1.034)  0.120
H (-0.008, 2.086, -2.567)  0.049
H (1.839, 1.684, -3.693)  0.054
H (-0.249, 2.592, 0.116)  0.128
C (-3.441, -3.837, 0.588)  -1.048
Cl (-2.365, -5.208, 0.881)  0.498
Cl (-5.113, -4.238, 0.995)  0.517
H (-3.119, -2.998, 1.202)  -0.001
H (-3.389, -3.565, -0.465)  0.026

Results
M: 314.126 g mol⁻¹
charge: +1
HOMO-LUMO gap: 7.7 eV

=====

DFT (the ωB97M-V functional and the def2-TZVPD basis) results for a 2-piece molecular cluster, C9H14 overall in a non-equilibrium geometry.

Each line ends with the Löwdin charge.
CARTESIAN COORDINATES (ANGSTROEM)
C (-0.920, 3.294, -0.042)  -0.180
C (-1.843, 3.018, -1.201)  -0.165
H (-1.246, 4.173, 0.526)  0.065
H (-0.833, 2.521, 0.720)  0.030
H (0.125, 3.534, -0.235)  0.065
H (-1.747, 2.018, -1.611)  0.058
H (-1.731, 3.735, -2.017)  0.064
H (-2.883, 3.136, -0.889)  0.064
C (-0.134, -0.048, 1.511)  -0.054
C (1.873, -1.278, 0.583)  -0.054
C (0.500, -1.258, 0.856)  -0.277
C (2.351, -2.154, -0.393)  -0.098
C (1.545, -3.117, -0.972)  -0.099
C (-0.316, -2.249, 0.301)  -0.063
C (0.201, -3.153, -0.608)  -0.094
H (2.580, -0.817, 1.262)  0.109
H (3.383, -2.018, -0.699)  0.100
H (-0.962, -0.371, 2.157)  0.082
H (-0.627, 0.463, 0.682)  0.062
H (1.934, -3.864, -1.651)  0.099
H (-1.333, -2.260, 0.668)  0.109
H (-0.459, -3.922, -0.990)  0.100
H (0.542, 0.617, 2.043)  0.079

Results
M: 122.211 g mol⁻¹
charge: 0
HOMO-LUMO gap: 9.9 eV
structure (SMILES): Cc1ccccc1.CC
relative energy (zero: lowest compared OMol25 entry of this formula, charge and spin): 0.672 eV

=====

Q: Number 1 is which compound?
A: C7H9N2O4